# 1
Entry from the OMol25 dataset: a 2-piece molecular cluster, C4H12O2S overall at a distorted geometry (wB97M-V/def2-TZVPD).

**Maximum force**: 4.155 eV Å⁻¹
**Relative energy (zero: lowest compared OMol25 entry of this formula, charge and spin)**: 32.4 kcal/mol
**SMILES**: OCCCCS.O
**Energy**: -19271.300 eV
**Net charge**: 0
**LUMO level**: 0.608 eV
**HOMO level**: -9.1 eV

Structure (XYZ):
```
19
Properties=species:S:1:pos:R:3:lowdin_charge:R:1
C 1.00 1.52 0.35 -0.166
H -0.01 -1.10 0.47 0.073
H 2.43 0.12 -3.42 0.064
O 2.25 0.55 0.42 -0.142
H 1.29 2.33 1.00 0.091
H -0.63 -0.36 -0.99 0.086
C -2.08 -1.13 0.67 -0.574
C -0.42 1.01 0.77 -0.185
H -2.03 -1.40 1.71 0.049
H -1.41 -3.47 0.60 -0.138
H 1.92 -0.12 1.11 0.090
C -0.77 -0.42 0.06 -0.247
H -1.21 1.70 0.46 0.102
H 0.76 1.88 -0.71 0.123
H -3.04 -0.55 0.57 0.080
S -2.21 -2.71 -0.18 0.678
H -0.52 0.72 1.85 0.109
H 2.40 0.55 -1.92 -0.013
O 2.27 0.88 -2.80 -0.081
```

***

# 2
Entry from the OMol25 dataset: C4H12O2S2Tl as an isolated structure at a distorted geometry (wB97M-V/def2-TZVPD).

**Maximum force**: 4.691 eV Å⁻¹
**Relative energy (zero: lowest compared OMol25 entry of this formula, charge and spin)**: 0.0 kcal/mol
**Energy**: -34764.794 eV
**Net charge**: +3
**LUMO level**: -16.000 eV
**HOMO level**: -17.7 eV

Structure (XYZ):
```
21
Properties=species:S:1:pos:R:3:lowdin_charge:R:1
H 0.75 -17.89 6.66 0.083
H 0.08 -16.30 7.24 0.091
H -1.55 -27.30 2.52 0.088
H 0.34 -17.69 8.21 0.083
H -0.94 -26.01 3.48 0.080
O -1.65 -19.41 7.28 -0.350
C -0.03 -17.38 7.23 -0.163
H -5.51 -26.72 3.92 0.086
H -1.96 -16.81 9.15 0.082
H -4.56 -27.20 2.34 0.096
C -2.65 -17.28 8.45 -0.113
H -2.24 -25.57 2.42 0.092
H -3.36 -16.46 8.36 0.082
S -3.09 -26.84 4.29 1.140
Tl -1.08 -23.88 9.81 0.992
C -4.62 -26.67 3.29 -0.165
H -3.17 -18.11 8.94 0.074
H -4.83 -25.62 3.09 0.084
C -1.86 -26.39 3.03 -0.165
S -1.75 -17.98 6.91 1.138
O -3.25 -25.57 5.20 -0.335
```

***

# 3
Entry from the OMol25 dataset: a 3-piece molecular cluster, C4H12O3 overall at a distorted geometry (wB97M-V/def2-TZVPD).

**Maximum force**: 1.968 eV Å⁻¹
**Relative energy (zero: lowest compared OMol25 entry of this formula, charge and spin)**: 25.2 kcal/mol
**SMILES**: C/C=C(/C)O.O.O
**Energy**: -10484.047 eV
**Net charge**: 0
**LUMO level**: 0.604 eV
**HOMO level**: -8.3 eV

Structure (XYZ):
```
19
Properties=species:S:1:pos:R:3:lowdin_charge:R:1
C -0.46 -0.33 -0.68 -0.419
H 0.04 1.14 -1.93 0.103
H -2.52 1.48 -0.30 0.074
H -0.65 -1.47 0.87 0.097
H 1.41 -1.44 2.40 0.016
H 0.70 -2.07 3.59 0.050
H -1.25 2.60 0.19 0.071
O -1.10 -0.71 0.47 0.024
H 1.12 -1.32 -1.85 0.084
O 0.87 -1.20 3.16 -0.066
H 1.97 0.97 0.07 0.032
C -1.61 1.96 -0.64 -0.095
O 2.37 0.62 0.88 -0.049
H -0.14 -2.35 -1.15 0.080
C -0.60 0.95 -1.07 -0.139
H -1.92 2.70 -1.37 0.068
H -0.48 -1.45 -2.56 0.084
C 0.06 -1.37 -1.61 -0.038
H 2.18 1.29 1.52 0.023
```